Here is C4H3FO2S as an isolated structure from OMol25. Energies are from the ωB97M-V functional and the def2-TZVPD basis.

2S+1 ... 1
Total energy ... -21839.630 eV
Relative energy (zero: lowest compared OMol25 entry of this formula, charge and spin) ... 87.7 kcal per mole
Gap between HOMO and LUMO ... 9.0 eV
E_HOMO ... -0.3459 hartree
Max |F| ... 6.53 eV/Å

Last column: Mulliken charge in e.
Element x y z (Å)
C (1.34, -0.43, -0.13)  0.54
C (2.08, 0.42, 0.63)  0.11
C (0.18, -0.93, 0.27)  -0.41
C (-1.73, 0.34, 0.55)  -0.02
H (3.38, 0.26, 1.06)  0.24
H (-0.22, -1.71, -0.52)  0.35
H (-2.33, 0.82, 1.32)  0.33
O (1.30, 1.22, 1.11)  -0.41
O (-0.85, -0.58, 1.04)  -0.27
F (1.96, -1.11, -1.14)  -0.27
S (-2.09, 0.56, -1.05)  -0.20



Here is C20H21LiN3O4 as an isolated structure from OMol25. Energies are from the ωB97M-V functional and the def2-TZVPD basis.

2S+1 ... 1
Total energy ... -33949.222 eV
Relative energy (zero: lowest compared OMol25 entry of this formula, charge and spin) ... 6.8 kcal per mole
Gap between HOMO and LUMO ... 7.2 eV
Total charge ... -1
E_HOMO ... -0.1626 hartree
Max |F| ... 3.35 eV/Å

Last column: Mulliken charge in e.
Element x y z (Å)
Li (-0.08, -0.84, 0.56)  0.91
O (-3.21, 0.23, 3.67)  -0.71
C (-4.18, -0.54, 3.07)  0.29
C (-5.45, -0.46, 3.67)  -0.33
C (-6.53, -1.11, 3.20)  -0.45
C (-6.28, -1.91, 2.06)  -0.41
C (-5.02, -1.95, 1.45)  -0.49
C (-3.95, -1.33, 1.97)  0.15
C (-2.63, -1.35, 1.22)  0.97
O (-1.76, -0.43, 1.60)  -1.10
N (-2.49, -2.23, 0.31)  -0.71
N (-1.26, -2.06, -0.36)  -0.02
C (-0.89, -2.86, -1.29)  -0.48
C (0.37, -2.63, -1.96)  0.73
C (0.54, -3.21, -3.28)  -0.54
C (1.68, -3.06, -4.04)  -0.81
C (2.72, -2.31, -3.44)  -0.14
C (2.62, -1.67, -2.27)  -0.53
C (1.47, -1.81, -1.45)  0.55
O (1.49, -1.19, -0.31)  -0.95
H (-2.52, 0.18, 2.94)  0.46
H (-5.62, 0.24, 4.53)  0.28
H (-7.48, -0.81, 3.63)  0.34
H (-7.06, -2.48, 1.47)  0.24
H (-4.88, -2.61, 0.60)  0.40
H (-1.62, -3.62, -1.71)  0.24
H (-0.31, -3.74, -3.77)  0.19
H (1.95, -3.55, -4.98)  0.31
H (3.66, -2.25, -4.08)  0.23
H (3.42, -1.17, -1.76)  0.37
O (4.07, 4.84, 0.55)  -0.59
C (3.67, 4.08, -0.28)  0.34
C (4.51, 2.96, -0.80)  -0.52
C (3.66, 1.69, -0.66)  -0.73
C (2.78, 1.64, 0.61)  -0.45
C (1.37, 2.30, 0.54)  -0.36
C (1.41, 3.83, 0.41)  -0.75
N (2.32, 4.13, -0.66)  -0.31
H (5.49, 2.94, -0.24)  0.29
H (4.76, 3.15, -1.84)  0.35
H (4.35, 0.85, -0.71)  0.29
H (3.04, 1.51, -1.58)  0.37
H (3.33, 2.01, 1.46)  0.46
H (2.50, 0.56, 0.80)  0.25
H (0.87, 2.14, 1.51)  0.20
H (0.89, 1.86, -0.36)  0.18
H (1.75, 4.32, 1.35)  0.36
H (0.38, 4.18, 0.14)  0.29
H (2.16, 3.55, -1.44)  0.33



Here is C51H82GeN8O3P3STi as an isolated structure from OMol25. Energies are from the ωB97M-V functional and the def2-TZVPD basis.

2S+1 ... 2
Total energy ... -190605.247 eV
Relative energy (zero: lowest compared OMol25 entry of this formula, charge and spin) ... 0.0 kcal per mole
Gap between HOMO and LUMO (spin up / spin down) ... 6.1 / 6.2 eV
Total charge ... +2
E_HOMO (spin up / spin down) ... -0.4025 / -0.4014 hartree
Expectation value of S² ... 0.771
Max |F| ... 1.90 eV/Å

Last column: Mulliken spin population.
Element x y z (Å)
Ti (-1.06, -0.79, 0.28)  1.06
C (4.48, -3.36, -0.08)  0.00
C (4.37, -1.99, -0.77)  0.00
C (4.99, -0.91, 0.11)  0.00
P (2.59, -1.70, -1.20)  0.00
C (2.61, 0.05, -1.82)  0.00
N (2.39, 1.08, -0.81)  -0.01
Ge (1.01, 1.01, 0.55)  -0.11
N (1.92, 0.50, 2.13)  -0.01
C (1.54, -0.72, 2.79)  0.01
P (-0.28, -0.95, 2.82)  0.05
C (-0.38, -2.44, 3.92)  0.00
C (-1.73, -2.57, 4.65)  0.00
C (0.76, -2.57, 4.94)  0.00
C (-0.85, 0.55, 3.75)  -0.02
C (-0.29, 0.74, 5.16)  0.00
C (-2.39, 0.63, 3.75)  0.03
C (3.25, 0.92, 2.33)  0.00
C (4.20, 0.25, 3.10)  0.00
C (5.52, 0.71, 3.13)  0.00
C (5.91, 1.80, 2.38)  0.00
C (4.95, 2.49, 1.64)  0.00
C (3.64, 2.07, 1.66)  0.00
N (2.53, 2.80, 1.07)  0.00
C (2.75, 3.36, -0.24)  -0.01
C (2.96, 4.69, -0.52)  0.00
C (3.22, 5.07, -1.83)  0.00
C (3.28, 4.11, -2.82)  0.00
C (3.03, 2.77, -2.53)  0.00
C (2.72, 2.38, -1.23)  0.01
C (1.86, 3.64, 2.03)  0.01
C (2.48, 4.49, 2.92)  0.00
C (1.72, 5.28, 3.78)  0.00
C (0.34, 5.18, 3.73)  0.00
C (-0.28, 4.30, 2.85)  0.00
C (0.48, 3.51, 1.98)  -0.01
N (-0.05, 2.58, 1.09)  -0.02
C (-1.49, 2.65, 1.03)  0.02
P (-2.12, 1.56, -0.27)  0.03
C (-3.95, 1.53, 0.05)  -0.03
C (-4.54, 2.71, 0.81)  0.00
C (-4.70, 1.25, -1.26)  0.00
C (-1.87, 2.61, -1.78)  0.01
C (-2.53, 3.98, -1.75)  0.00
C (-0.37, 2.78, -2.08)  0.00
C (2.60, -2.68, -2.81)  -0.01
C (3.41, -2.05, -3.96)  0.00
C (1.22, -3.07, -3.32)  0.01
H (5.51, -3.54, 0.24)  0.00
H (4.20, -4.19, -0.74)  0.00
H (3.84, -3.40, 0.80)  0.00
H (4.92, -2.03, -1.71)  0.00
H (4.60, -0.97, 1.13)  0.00
H (4.80, 0.10, -0.25)  0.00
H (6.07, -1.06, 0.16)  0.00
H (1.89, 0.11, -2.65)  -0.01
H (3.60, 0.20, -2.25)  0.00
H (1.86, -0.68, 3.83)  0.00
H (1.98, -1.62, 2.34)  0.00
H (-0.27, -3.27, 3.22)  0.00
H (-1.79, -1.86, 5.47)  0.00
H (-1.80, -3.57, 5.09)  0.00
H (-2.59, -2.43, 4.00)  0.00
H (0.82, -1.71, 5.61)  0.00
H (1.73, -2.73, 4.47)  0.00
H (0.55, -3.45, 5.56)  0.00
H (-0.45, 1.35, 3.13)  -0.01
H (-0.75, 0.06, 5.88)  0.00
H (-0.52, 1.76, 5.48)  0.00
H (0.79, 0.63, 5.20)  0.00
H (-2.82, -0.07, 4.47)  0.00
H (-2.81, 0.42, 2.77)  0.03
H (-2.71, 1.64, 4.05)  0.00
H (3.94, -0.64, 3.65)  0.00
H (6.24, 0.17, 3.73)  0.00
H (6.94, 2.13, 2.39)  0.00
H (5.22, 3.37, 1.07)  0.00
H (2.93, 5.42, 0.28)  0.00
H (3.42, 6.12, -2.07)  0.00
H (3.51, 4.40, -3.84)  0.00
H (3.07, 2.04, -3.33)  0.00
H (3.57, 4.55, 2.94)  0.00
H (2.21, 5.97, 4.46)  0.00
H (-0.26, 5.79, 4.39)  0.00
H (-1.37, 4.25, 2.83)  0.00
H (-1.83, 3.66, 0.81)  0.00
H (-1.97, 2.37, 1.97)  0.01
H (-4.07, 0.65, 0.69)  -0.01
H (-4.34, 3.67, 0.33)  0.00
H (-4.18, 2.77, 1.84)  0.00
H (-5.63, 2.60, 0.86)  0.00
H (-4.73, 2.14, -1.88)  0.00
H (-5.73, 0.95, -1.05)  0.00
H (-4.21, 0.46, -1.84)  0.00
H (-2.32, 2.02, -2.59)  0.00
H (-2.04, 4.65, -1.03)  0.00
H (-3.60, 3.96, -1.53)  0.00
H (-2.41, 4.44, -2.74)  0.00
H (0.10, 3.41, -1.32)  0.00
H (-0.24, 3.27, -3.05)  0.00
H (0.17, 1.83, -2.09)  0.01
H (3.12, -3.59, -2.51)  0.00
H (2.93, -1.14, -4.34)  0.00
H (3.46, -2.76, -4.79)  0.00
H (4.43, -1.80, -3.68)  0.00
H (0.80, -2.29, -3.96)  0.00
H (0.50, -3.24, -2.52)  -0.01
H (1.27, -3.98, -3.93)  0.00
C (-6.03, -2.87, -0.61)  0.00
N (-4.74, -2.27, -1.04)  0.00
C (-4.57, -2.09, -2.49)  0.00
C (-3.82, -1.97, -0.19)  -0.03
O (-2.76, -1.37, -0.50)  -0.07
C (-3.93, -2.38, 1.26)  0.08
O (-2.63, -2.72, 1.69)  0.01
C (-2.13, -3.94, 1.19)  0.01
C (-1.02, -3.75, 0.17)  0.04
O (-0.39, -2.69, 0.13)  -0.06
N (-0.69, -4.80, -0.54)  0.01
C (0.69, -4.92, -1.06)  0.00
C (-1.59, -5.92, -0.81)  0.00
H (-6.79, -2.54, -1.31)  0.00
H (-6.32, -2.52, 0.38)  0.00
H (-5.98, -3.95, -0.63)  0.00
H (-4.69, -3.06, -2.97)  0.00
H (-3.60, -1.67, -2.72)  0.00
H (-5.35, -1.42, -2.86)  0.00
H (-4.62, -3.21, 1.41)  0.00
H (-4.26, -1.53, 1.87)  -0.01
H (-2.93, -4.58, 0.83)  0.00
H (-1.65, -4.46, 2.02)  0.00
H (1.27, -4.04, -0.80)  0.00
H (0.69, -5.04, -2.14)  0.00
H (1.14, -5.80, -0.61)  0.00
H (-1.46, -6.74, -0.10)  0.00
H (-1.37, -6.29, -1.81)  0.00
H (-2.63, -5.60, -0.80)  0.00
C (-3.09, -0.03, -5.46)  0.00
N (-1.70, 0.41, -5.42)  0.00
C (-1.03, 1.07, -6.45)  0.00
C (0.22, 1.29, -6.01)  0.00
N (0.28, 0.77, -4.73)  0.00
C (-0.89, 0.22, -4.36)  0.01
S (-1.34, -0.53, -2.89)  -0.01
H (-3.53, 0.30, -6.40)  0.00
H (-3.65, 0.40, -4.63)  0.00
H (-3.15, -1.12, -5.40)  0.00
H (-1.50, 1.31, -7.39)  0.00
H (1.06, 1.78, -6.49)  0.00
H (1.09, 0.79, -4.13)  0.00



Here is a 10-piece molecular cluster, C40H105N5O20 overall from OMol25. Energies are from the ωB97M-V functional and the def2-TZVPD basis.

2S+1 ... 1
Total energy ... -91571.415 eV
Relative energy (zero: lowest compared OMol25 entry of this formula, charge and spin) ... 28.0 kcal per mole
Gap between HOMO and LUMO ... 8.9 eV
E_HOMO ... -0.3105 hartree
Max |F| ... 2.86 eV/Å

Last column: Mulliken charge in e.
Element x y z (Å)
C (-2.23, -9.13, 16.06)  -0.78
O (-3.39, -10.02, 15.97)  -0.32
C (-4.61, -9.33, 16.24)  -0.93
C (-5.68, -10.30, 16.19)  -0.31
N (-5.75, -11.01, 17.44)  -0.31
C (-6.95, -11.85, 17.30)  1.48
C (-6.89, -12.93, 18.38)  -0.91
O (-5.78, -13.74, 18.03)  -0.22
C (-5.40, -14.62, 18.99)  -0.94
H (-1.30, -9.62, 16.35)  0.28
H (-2.36, -8.44, 16.90)  0.31
H (-2.07, -8.63, 15.10)  0.28
H (-4.79, -8.60, 15.44)  0.47
H (-4.61, -8.77, 17.18)  0.31
H (-5.50, -10.97, 15.35)  0.16
H (-6.62, -9.77, 15.99)  0.44
H (-4.98, -11.65, 17.56)  0.58
H (-6.96, -12.37, 16.34)  -0.90
H (-7.78, -11.18, 17.48)  -0.41
H (-7.78, -13.55, 18.30)  0.27
H (-6.74, -12.52, 19.38)  0.67
H (-6.20, -15.33, 19.22)  0.28
H (-5.07, -14.07, 19.88)  0.35
H (-4.61, -15.29, 18.68)  0.25
C (-9.49, -17.54, 19.99)  -0.57
O (-9.88, -16.88, 21.12)  -0.34
C (-11.26, -16.71, 21.34)  -0.28
C (-11.34, -15.83, 22.57)  -1.08
N (-11.39, -14.39, 22.26)  -0.39
C (-10.14, -13.92, 21.64)  -0.73
C (-10.02, -12.40, 21.61)  -0.01
O (-9.90, -11.93, 22.96)  -0.49
C (-9.77, -10.47, 22.99)  -0.64
H (-8.41, -17.59, 20.12)  0.25
H (-9.58, -16.99, 19.05)  0.12
H (-9.94, -18.54, 19.95)  0.31
H (-11.71, -17.71, 21.39)  0.58
H (-11.71, -16.16, 20.52)  0.12
H (-10.59, -16.12, 23.31)  0.45
H (-12.32, -15.97, 23.03)  0.47
H (-11.42, -13.87, 23.13)  0.24
H (-9.96, -14.37, 20.66)  0.05
H (-9.38, -14.31, 22.31)  0.65
H (-10.91, -11.92, 21.18)  0.20
H (-9.11, -12.23, 21.04)  0.26
H (-10.03, -10.00, 23.94)  0.32
H (-10.54, -10.03, 22.34)  0.25
H (-8.77, -10.21, 22.67)  0.22
C (-14.19, -16.76, 15.41)  -0.36
O (-15.35, -15.97, 15.23)  -0.41
C (-16.06, -15.72, 16.42)  0.16
C (-17.23, -14.85, 15.91)  -0.09
N (-18.29, -15.48, 15.15)  -0.35
C (-19.63, -15.25, 15.71)  -0.91
C (-19.91, -16.02, 17.01)  -0.27
O (-19.39, -17.30, 16.86)  -0.34
C (-19.19, -17.96, 18.06)  -0.76
H (-14.33, -17.71, 15.91)  0.37
H (-13.48, -16.22, 16.04)  -0.08
H (-13.69, -16.92, 14.45)  0.26
H (-15.24, -15.18, 16.90)  -0.22
H (-16.28, -16.61, 17.01)  0.39
H (-16.83, -14.03, 15.32)  -0.25
H (-17.65, -14.41, 16.82)  0.23
H (-18.17, -16.48, 15.17)  0.35
H (-20.34, -15.60, 14.97)  0.37
H (-19.73, -14.17, 15.84)  0.40
H (-20.97, -16.01, 17.26)  0.47
H (-19.44, -15.43, 17.80)  0.19
H (-20.09, -18.09, 18.67)  0.32
H (-18.29, -17.53, 18.50)  0.28
H (-18.96, -18.98, 17.75)  0.25
C (-5.80, -14.89, 15.32)  -0.74
O (-5.83, -15.22, 13.87)  -0.58
C (-6.43, -16.46, 13.55)  -0.27
C (-6.44, -16.84, 12.05)  -0.72
N (-7.42, -15.95, 11.40)  0.06
C (-7.58, -16.10, 9.96)  -0.66
C (-7.91, -17.57, 9.64)  -0.87
O (-6.82, -18.47, 9.30)  -0.38
C (-7.28, -19.78, 9.10)  -0.72
H (-6.68, -15.07, 15.94)  0.20
H (-5.66, -13.82, 15.43)  0.19
H (-4.93, -15.26, 15.87)  0.39
H (-7.40, -16.68, 14.00)  -0.23
H (-5.84, -17.28, 13.97)  0.61
H (-6.77, -17.88, 11.98)  0.40
H (-5.45, -16.74, 11.61)  0.47
H (-7.17, -14.98, 11.52)  -0.01
H (-6.68, -15.87, 9.40)  0.48
H (-8.31, -15.36, 9.63)  0.43
H (-8.53, -17.53, 8.74)  0.48
H (-8.65, -17.96, 10.34)  0.50
H (-7.45, -20.25, 10.07)  0.27
H (-6.62, -20.36, 8.46)  0.25
H (-8.29, -19.68, 8.69)  0.34
C (-4.35, -9.03, 22.12)  -0.69
O (-5.68, -8.94, 21.69)  -0.34
C (-5.81, -8.80, 20.27)  -0.54
C (-7.23, -8.49, 19.89)  -0.19
N (-7.30, -8.35, 18.41)  -0.03
C (-8.58, -7.93, 17.88)  -1.13
C (-9.69, -9.02, 17.98)  0.82
O (-10.86, -8.43, 17.39)  -0.44
C (-12.06, -9.12, 17.68)  -0.45
H (-3.87, -9.97, 21.82)  0.27
H (-4.36, -9.00, 23.21)  0.24
H (-3.80, -8.21, 21.67)  0.29
H (-5.56, -9.68, 19.68)  0.27
H (-5.18, -7.95, 20.04)  0.36
H (-7.55, -7.54, 20.31)  0.45
H (-7.88, -9.25, 20.33)  -0.01
H (-6.96, -9.23, 18.05)  -0.23
H (-8.31, -7.75, 16.84)  0.31
H (-8.84, -7.01, 18.41)  0.31
H (-9.77, -9.14, 19.06)  0.08
H (-9.45, -9.99, 17.55)  -0.17
H (-12.08, -9.25, 18.76)  0.30
H (-12.15, -10.14, 17.30)  0.04
H (-12.83, -8.49, 17.24)  0.33
O (-13.30, -13.22, 20.44)  -0.54
C (-14.45, -13.92, 20.58)  -0.39
C (-15.63, -13.07, 20.23)  0.45
O (-16.70, -13.94, 20.22)  -0.59
H (-12.62, -13.70, 20.91)  0.33
H (-14.41, -14.82, 19.96)  0.22
H (-14.59, -14.24, 21.61)  0.42
H (-15.54, -12.69, 19.21)  -0.44
H (-15.74, -12.20, 20.88)  0.27
H (-17.27, -13.68, 19.50)  0.31
O (-9.57, -14.27, 15.89)  0.14
C (-10.32, -13.20, 16.35)  0.44
C (-11.15, -13.65, 17.52)  0.60
O (-12.18, -12.68, 17.84)  -0.07
H (-9.14, -13.99, 15.07)  -0.48
H (-9.69, -12.33, 16.52)  -0.74
H (-10.94, -12.88, 15.51)  0.49
H (-10.45, -13.78, 18.35)  -0.56
H (-11.56, -14.66, 17.40)  0.08
H (-12.71, -13.01, 18.57)  -0.10
O (-16.03, -11.93, 17.10)  -0.56
C (-14.79, -11.98, 16.47)  -0.01
C (-14.74, -11.77, 15.00)  -0.57
O (-14.96, -10.37, 14.69)  -0.56
H (-16.18, -10.99, 17.21)  0.39
H (-14.09, -11.30, 16.95)  0.76
H (-14.35, -12.97, 16.57)  -0.14
H (-15.39, -12.42, 14.41)  0.21
H (-13.76, -12.08, 14.66)  0.28
H (-15.84, -10.16, 15.00)  0.33
O (-9.94, -16.97, 12.42)  -0.69
C (-10.37, -16.33, 13.67)  0.51
C (-10.22, -17.22, 14.92)  0.16
O (-10.98, -18.39, 14.64)  -0.59
H (-9.12, -16.65, 12.03)  0.22
H (-9.75, -15.43, 13.75)  -0.37
H (-11.41, -16.07, 13.47)  0.38
H (-10.58, -16.63, 15.76)  -0.19
H (-9.15, -17.42, 15.00)  0.18
H (-10.70, -18.68, 13.77)  0.36
O (-7.11, -13.08, 10.99)  -0.58
C (-8.06, -12.55, 11.85)  -0.73
C (-7.57, -12.31, 13.26)  -0.39
O (-7.83, -13.54, 13.90)  0.03
H (-7.17, -12.61, 10.16)  0.31
H (-8.39, -11.57, 11.52)  0.63
H (-8.95, -13.18, 11.86)  0.16
H (-8.04, -11.49, 13.80)  0.47
H (-6.51, -12.08, 13.34)  0.29
H (-7.10, -14.12, 13.68)  0.05



Question: Which formula does entry 1 have?
Answer: C4H3FO2S



Question: Which formula does entry 3 have?
Answer: C51H82GeN8O3P3STi



Question: Number 2 is which compound?
Answer: C20H21LiN3O4



Question: Look up the relative energy (zero: lowest compared OMol25 entry of this formula, charge and spin) of the third one.
Answer: 0.0 kcal per mole